{
  "formula": "C35H96N3O14",
  "method": "the ωB97M-V functional and the def2-TZVPD basis",
  "elements": ["C", "C", "C", "C", "C", "C", "N", "C", "C", "N", "C", "C", "C", "O", "N", "O", "H", "H", "H", "H", "H", "H", "H", "H", "H", "H", "H", "H", "H", "H", "H", "H", "H", "H", "H", "H", "H", "H", "H", "H", "C", "C", "O", "H", "H", "H", "H", "H", "H", "C", "C", "O", "H", "H", "H", "H", "H", "H", "C", "C", "O", "H", "H", "H", "H", "H", "H", "C", "C", "O", "H", "H", "H", "H", "H", "H", "C", "C", "O", "H", "H", "H", "H", "H", "H", "C", "C", "O", "H", "H", "H", "H", "H", "H", "C", "C", "O", "H", "H", "H", "H", "H", "H", "C", "C", "O", "H", "H", "H", "H", "H", "H", "C", "C", "O", "H", "H", "H", "H", "H", "H", "C", "C", "O", "H", "H", "H", "H", "H", "H", "C", "C", "O", "H", "H", "H", "H", "H", "H", "C", "C", "O", "H", "H", "H", "H", "H", "H"],
  "coordinates": [[-4.6875, 1.6624, -8.0180], [-5.4335, 2.4004, -6.8872], [-4.5160, 2.9384, -5.7726], [-4.6655, 2.2131, -4.4207], [-5.0071, 3.1722, -3.2777], [-5.6038, 2.5291, -2.0306], [-4.6722, 2.0183, -0.9698], [-4.2348, 3.0698, 0.0142], [-3.0012, 3.8080, -0.4096], [-1.9135, 2.8541, -0.6214], [-2.2745, 2.0103, -1.7599], [-3.5050, 1.1884, -1.4456], [-3.1671, 0.1581, -0.3354], [-3.4939, -1.1566, -0.7680], [-2.3135, -1.6970, -1.4223], [-2.5826, -2.0646, -2.4852], [-3.6246, 1.8848, -8.0012], [-4.7994, 0.5871, -7.9328], [-5.0661, 1.9794, -8.9826], [-5.9360, 3.2473, -7.3435], [-6.1846, 1.7335, -6.4778], [-3.4885, 2.8175, -6.1008], [-4.6551, 4.0083, -5.6378], [-3.7151, 1.7370, -4.1879], [-5.4123, 1.4250, -4.4889], [-4.1507, 3.8046, -3.0668], [-5.7835, 3.8376, -3.6507], [-6.2280, 3.2528, -1.5239], [-6.2548, 1.7213, -2.3481], [-5.2469, 1.3823, -0.4151], [-3.9771, 2.5259, 0.9192], [-5.0839, 3.6995, 0.2482], [-3.1666, 4.4740, -1.2613], [-2.7277, 4.4423, 0.4302], [-1.1069, 3.4113, -0.8913], [-1.4771, 1.2917, -1.9335], [-2.3623, 2.5880, -2.6842], [-3.8482, 0.6094, -2.2946], [-3.6966, 0.3473, 0.5958], [-2.1055, 0.2143, -0.1075], [0.2655, -4.9506, 0.2886], [1.0087, -3.9732, -0.5971], [0.5386, -4.0069, -1.9470], [0.3699, -5.9663, -0.0933], [0.6573, -4.9130, 1.3055], [-0.8035, -4.7183, 0.3166], [2.0685, -4.2196, -0.6219], [0.9081, -2.9535, -0.2056], [-0.3946, -3.7775, -1.9256], [3.2163, -1.8905, -2.3379], [2.3935, -0.6423, -2.0821], [3.1306, 0.3776, -1.4175], [3.6038, -2.2919, -1.3999], [2.6094, -2.6556, -2.8239], [4.0752, -1.6661, -2.9760], [1.5468, -0.8764, -1.4353], [2.0007, -0.2499, -3.0288], [3.8754, 0.6249, -1.9812], [4.3330, 2.1226, -5.4574], [4.4717, 3.0718, -4.2832], [5.1177, 2.4517, -3.1696], [3.7696, 1.2350, -5.1648], [3.8204, 2.6053, -6.2899], [5.3145, 1.7907, -5.8039], [3.4898, 3.3860, -3.9324], [5.0288, 3.9647, -4.5780], [5.9988, 2.1807, -3.4497], [4.9457, -3.1662, 2.2985], [3.4414, -3.0925, 2.1234], [2.7907, -4.2771, 2.5833], [5.3480, -4.0240, 1.7593], [5.4305, -2.2654, 1.9219], [5.2034, -3.2823, 3.3546], [3.1880, -2.9903, 1.0688], [3.0361, -2.2242, 2.6542], [2.9930, -4.3777, 3.5216], [0.8306, 5.3224, 2.4138], [1.1969, 4.7695, 1.0513], [0.0816, 4.8020, 0.1500], [0.0052, 4.7551, 2.8457], [1.6805, 5.2732, 3.0940], [0.5139, 6.3656, 2.3379], [1.4960, 3.7262, 1.1250], [2.0282, 5.3311, 0.6178], [-0.1882, 5.7222, 0.0525], [5.3895, 7.3016, -5.2980], [3.8905, 7.2885, -5.5309], [3.3000, 6.0529, -5.1284], [5.8648, 6.4830, -5.8395], [5.8298, 8.2419, -5.6309], [5.6175, 7.1737, -4.2370], [3.6675, 7.3997, -6.5905], [3.4127, 8.1160, -4.9963], [3.4728, 5.9390, -4.1875], [6.6932, -3.5417, -3.0886], [7.1957, -2.7442, -1.8995], [6.8594, -3.3651, -0.6611], [5.6121, -3.6689, -3.0233], [6.9336, -3.0422, -4.0284], [7.1401, -4.5382, -3.1061], [6.7328, -1.7581, -1.8772], [8.2805, -2.6068, -1.9590], [7.2701, -4.2363, -0.6476], [2.0726, -7.9116, 5.7741], [1.6785, -6.4633, 5.5806], [2.8209, -5.6678, 5.2521], [2.8278, -7.9931, 6.5571], [1.2152, -8.5272, 6.0502], [2.5104, -8.3116, 4.8589], [1.2648, -6.0414, 6.4956], [0.9262, -6.3696, 4.7909], [3.2003, -6.0407, 4.4457], [-9.7578, 1.7125, 0.5075], [-8.2639, 1.4793, 0.4129], [-7.5368, 2.7028, 0.2823], [-10.1153, 2.2488, -0.3716], [-10.2970, 0.7682, 0.5849], [-9.9954, 2.3168, 1.3833], [-8.0336, 0.8838, -0.4733], [-7.9054, 0.9322, 1.2917], [-7.7171, 3.2425, 1.0730], [6.2549, -7.1986, 5.9343], [5.8490, -8.5761, 5.4438], [5.0236, -8.5023, 4.2824], [5.3697, -6.5988, 6.1531], [6.8649, -7.2672, 6.8359], [6.8319, -6.6713, 5.1704], [5.2602, -9.0923, 6.2005], [6.7321, -9.1859, 5.2291], [5.5270, -8.0636, 3.5880], [3.1169, -3.7073, 7.9074], [3.7409, -3.9427, 9.2696], [3.1875, -3.0938, 10.2732], [3.2451, -2.6659, 7.6084], [3.5643, -4.3486, 7.1499], [2.0428, -3.9104, 7.9347], [4.8070, -3.7233, 9.2436], [3.6196, -4.9896, 9.5698], [2.2443, -3.2795, 10.3287], [-9.3433, 5.7340, 4.0039], [-9.0722, 4.3184, 3.5400], [-7.9780, 4.2691, 2.6094], [-9.5666, 6.3781, 3.1534], [-10.1866, 5.7600, 4.6932], [-8.4714, 6.1486, 4.5150], [-9.9361, 3.9142, 3.0170], [-8.8526, 3.6661, 4.3890], [-7.1990, 4.6199, 3.0547]],
  "forces_ev_per_angstrom": [[-0.1087, 0.1158, 0.2997], [0.5020, 0.2670, -0.4057], [-0.0117, -0.5446, 0.0845], [0.4734, 0.3409, 0.1423], [-0.1544, -0.3247, -0.3079], [0.0075, 0.7682, -0.4421], [-0.1880, -0.0126, -0.0905], [0.0886, -0.2692, 0.2799], [0.4171, 0.1962, 0.2659], [-0.5630, 0.1133, -0.6809], [0.3320, 0.2644, -0.1604], [0.1421, -0.4731, 0.8110], [0.1893, -0.1265, -0.0038], [-0.2071, 0.2982, -0.0455], [-0.0556, 0.2475, -0.4272], [0.1209, -0.4025, 0.2548], [0.1442, 0.0572, -0.0293], [0.0210, -0.1838, -0.0652], [-0.0695, -0.1374, -0.2098], [-0.2918, 0.0563, 0.0560], [-0.2692, 0.0691, 0.1206], [0.1937, 0.1121, -0.0757], [-0.1472, 0.1327, 0.0578], [0.0403, -0.3017, -0.0165], [-0.1563, -0.0732, 0.0104], [0.0422, 0.1488, 0.1342], [-0.1377, 0.1395, 0.0598], [-0.1421, -0.0418, 0.1796], [0.0444, -0.3510, 0.1589], [-0.1546, 0.0849, -0.0518], [0.0110, -0.0880, 0.1383], [-0.1651, 0.0677, -0.2195], [-0.1427, -0.0345, -0.1636], [0.0504, 0.1233, 0.0777], [0.2924, -0.2600, 0.4762], [0.1502, -0.0915, -0.0522], [-0.2551, 0.0049, -0.0936], [-0.0960, 0.1003, -0.2460], [-0.1641, -0.0580, 0.0723], [0.1480, 0.0017, 0.1007], [-0.0481, -0.0578, 0.0275], [-0.2709, 0.0205, 0.0247], [0.1590, 0.0479, 0.0620], [0.0416, -0.0015, -0.0009], [0.0099, 0.0020, -0.0053], [0.0112, 0.0479, 0.0230], [0.0109, 0.0031, -0.1271], [0.1032, -0.0121, 0.0701], [-0.0387, -0.0605, -0.0807], [0.0433, 0.0086, 0.0336], [0.2190, 0.0891, -0.0901], [-0.0363, -0.0847, -0.0176], [-0.0111, 0.0020, 0.0122], [0.0139, -0.0092, 0.0070], [-0.0405, 0.0345, -0.0446], [-0.0238, 0.0208, 0.0104], [-0.0931, -0.0757, -0.0045], [-0.0313, 0.1722, 0.0493], [-0.0106, -0.0533, 0.0547], [0.2061, -0.1169, -0.0854], [-0.1081, -0.1482, 0.0729], [-0.0356, 0.0160, -0.0038], [0.0143, 0.0170, -0.0018], [0.0029, 0.0453, -0.0416], [0.0085, 0.0010, 0.0793], [-0.0732, 0.0407, -0.0350], [-0.0316, 0.0379, 0.0242], [-0.0198, -0.0823, 0.0492], [0.0864, -0.0745, 0.1691], [0.0867, 0.0404, -0.1032], [0.0021, 0.0467, -0.0598], [0.0105, -0.0147, -0.0180], [-0.0150, 0.0598, 0.0144], [-0.0380, -0.0065, -0.0034], [0.0080, 0.0494, -0.0637], [-0.2169, 0.1185, 0.0839], [-0.1222, -0.0152, -0.0535], [-0.0084, 0.0994, 0.0578], [-0.0932, 0.1521, -0.0440], [0.0341, -0.0363, 0.0170], [0.0132, 0.0124, -0.0011], [0.0661, 0.0186, 0.0130], [-0.0239, -0.0292, -0.0718], [0.0426, -0.0508, 0.0087], [0.0996, -0.0224, 0.0024], [-0.0186, -0.0909, -0.0013], [0.0660, -0.0343, 0.1645], [-0.0234, 0.0337, -0.0183], [-0.0012, 0.0229, -0.0392], [-0.0001, 0.0090, 0.0128], [0.0009, 0.0598, 0.0085], [-0.0520, -0.0304, -0.0114], [0.0107, 0.0518, -0.0649], [0.0020, -0.0092, -0.0525], [-0.0886, -0.0167, 0.0735], [0.0651, -0.1971, 0.0061], [-0.0371, 0.0371, -0.0384], [-0.0071, 0.0276, -0.0306], [0.0145, -0.0097, -0.0010], [0.0635, 0.0252, -0.0321], [-0.0130, 0.0152, 0.0576], [-0.0098, 0.0721, -0.0519], [-0.0259, 0.0435, 0.0182], [0.0258, -0.0558, 0.0296], [0.0672, -0.1015, -0.1115], [0.0417, 0.1342, -0.2461], [-0.0301, -0.0029, 0.0370], [-0.0242, 0.0345, -0.0061], [-0.0247, -0.0445, 0.0025], [0.0351, 0.0703, 0.0012], [-0.0435, 0.0206, 0.0422], [0.0753, -0.2566, 0.1780], [0.0024, 0.0581, -0.0720], [-0.0446, 0.1415, 0.1126], [0.1904, -0.1570, 0.0364], [0.0024, -0.0308, -0.0206], [0.0063, -0.0038, 0.0136], [-0.0029, -0.0468, 0.0421], [0.0358, -0.0104, -0.0132], [-0.0267, -0.0632, -0.0237], [-0.0687, 0.0232, 0.0146], [-0.0904, 0.0289, -0.0224], [0.0861, 0.1566, -0.0904], [-0.0391, 0.0714, -0.0441], [-0.0082, -0.0236, 0.0257], [0.0200, -0.0033, -0.0096], [0.0564, -0.0227, 0.0217], [-0.0393, -0.0418, -0.0316], [-0.0023, -0.0302, 0.0719], [-0.0074, -0.0626, 0.0228], [0.0229, 0.1197, 0.0960], [-0.2193, -0.0067, 0.0280], [0.0375, -0.0002, -0.0512], [0.0333, -0.0032, 0.0002], [-0.0311, -0.0366, -0.0286], [0.0062, -0.0608, -0.0182], [0.0171, 0.0177, 0.0511], [0.0798, -0.0264, -0.0532], [0.0521, 0.0250, 0.0166], [0.0785, 0.0309, -0.1135], [0.0424, 0.1204, 0.1285], [0.0402, -0.0581, -0.0006], [-0.0461, -0.0168, -0.0001], [0.0054, -0.0105, 0.0199], [-0.0263, -0.0224, 0.0640], [0.0275, -0.0281, -0.0625], [-0.0469, -0.0300, -0.0098], [-0.0454, 0.0066, -0.0298]],
  "mulliken_charge": [-1.1264, -0.4874, -0.9421, -0.2413, -0.7215, -0.6055, -0.0873, -0.4803, -0.7512, -0.2537, -1.2876, 0.0723, -0.9598, -0.3473, 0.2993, -0.3145, 0.3204, 0.2935, 0.3062, 0.3313, 0.3360, 0.4142, 0.4901, -0.0879, 0.4621, 0.0932, 0.6044, 0.2388, 0.4770, 0.4036, 0.4723, 0.4605, 0.3160, 0.4460, 0.1912, 0.7013, 0.5098, 0.6151, 0.2977, 0.5670, -1.0907, 0.1793, -0.5443, 0.3168, 0.1739, 0.3409, 0.2722, 0.1259, 0.2604, -0.8548, -0.0945, -0.5105, 0.0744, 0.3765, 0.4763, 0.0235, 0.2295, 0.2292, -1.0755, 0.0444, -0.5231, 0.2005, 0.3500, 0.3405, 0.1854, 0.2060, 0.2986, -1.1871, 0.4740, -0.3753, 0.2343, 0.3716, 0.4045, -0.2976, 0.2403, 0.1539, -1.0981, -0.2315, -0.4942, 0.2784, 0.3643, 0.3302, 0.3005, 0.2511, 0.2570, -1.0023, -0.2553, -0.4852, 0.2371, 0.3636, 0.3082, 0.2854, 0.2674, 0.2746, -0.9884, -0.2403, -0.4508, 0.1785, 0.3223, 0.4095, 0.1900, 0.3250, 0.2733, -0.9303, -0.3059, -0.3915, 0.1682, 0.4104, 0.2654, 0.2723, 0.2309, 0.2450, -0.9846, -0.1999, -0.4176, 0.2956, 0.3909, 0.0670, 0.3413, 0.2757, 0.3334, -0.6658, -0.3624, -0.4804, -0.0202, 0.3558, 0.3218, 0.2768, 0.3167, 0.2826, -0.5860, -0.3494, -0.5250, 0.2886, -0.0033, 0.2893, 0.2904, 0.2677, 0.2964, -1.1486, -0.1862, -0.5119, 0.3107, 0.3412, 0.3356, 0.2617, 0.2722, 0.2407],
  "homo_ev": -11.1,
  "molar_mass_g_mol": 783.16,
  "orbital_gap_ev": 8.343,
  "fmax_ev_per_a": 0.95,
  "e_tot_ha": -2608.30699,
  "charge": 1
}